26
Properties=species:S:1:pos:R:3:forces:R:3:mulliken_charge:R:1 method="wB97M-V/def2-TZVPD" de_lowest_kcal_mol=25.4 spin_multiplicity=1 homo_lumo_gap_ev=6.9 e_tot_ev=-16724.683 charge=-1 homo_energy_ha=-0.141
C 2.81080 0.07372 0.54140 -0.157 -0.131 0.045 0.0303
C 3.11514 -1.41915 0.64188 -0.197 0.304 0.737 -1.0737
C 3.01646 0.93873 1.82245 0.098 -0.074 -0.643 0.4694
O 3.42711 0.37715 2.85243 0.063 -0.113 0.338 -0.7278
O 2.74275 2.14122 1.61078 -0.044 0.274 0.368 -0.7536
H 3.42777 0.54338 -0.22381 -0.051 0.053 -0.168 0.2674
H 1.76163 0.25940 0.29336 0.058 -0.109 -0.336 -0.0944
H 3.20142 -1.92229 -0.32004 0.080 0.028 -0.166 0.3519
H 2.32187 -1.91395 1.21149 0.074 -0.067 -0.028 0.2089
H 4.02709 -1.53945 1.23333 0.010 -0.140 -0.177 0.3322
C -2.57268 -1.97694 0.44105 -0.523 0.158 -0.067 -1.3819
C -0.89709 0.46455 -1.92826 -0.058 -0.089 0.224 -0.6229
C -1.25574 -0.70783 -1.26733 -0.017 0.550 -0.096 -0.3228
C -1.35972 1.66839 -1.44029 -0.195 0.206 -0.018 0.6498
C -2.22038 -0.69675 -0.27127 0.469 -0.127 0.250 0.5672
C -2.25827 1.71477 -0.37357 0.555 0.088 -0.515 -0.5174
C -2.72326 0.52980 0.15593 -0.181 -0.211 0.071 -0.4891
O -0.95202 2.82250 -2.07539 0.080 0.038 -0.141 -0.5808
H -0.24023 0.47615 -2.78585 0.246 -0.083 0.137 0.3466
H -0.69288 -1.60210 -1.45998 -0.149 -0.444 -0.364 0.3212
H -0.65500 3.47863 -1.43617 -0.048 -0.120 0.111 0.3248
H -2.48962 2.70375 -0.00648 -0.489 -0.058 0.202 0.3275
H -3.65190 -2.05692 0.60465 0.014 0.069 -0.031 0.3701
H -2.11096 -2.03769 1.42723 0.180 -0.061 -0.083 0.2881
H -3.48403 0.50875 0.92288 0.015 0.234 0.234 0.3449
H -2.28825 -2.82782 -0.17042 0.168 -0.174 0.117 0.3639